The following is a DFT calculation (ωB97M-V/def2-TZVPD) of a single C5H7NO molecule.

Output
- DFT total energy: -8834.2951 eV
- Orbital gap: 8.671 eV
- Highest occupied orbital energy: -7.67 eV
- SMILES string: Cc1occc1N
- Energy above the lowest of the compared OMol25 structures with the same formula, charge and spin: 1.908 eV

Last column: Löwdin charge in e.
Element x y z (Å)
C1 -1.4641 -1.1007 0.1700  -0.03
C2 -0.3839 -0.2526 0.7695  -0.27
O1 0.6372 -1.1749 1.0035  -0.02
C3 1.6875 -0.7992 0.2854  -0.13
C4 1.5081 0.4347 -0.2549  0.00
C5 0.1661 0.8052 0.0753  -0.31
N1 -0.5298 1.8868 -0.4432  0.11
H1 -2.2552 -0.5415 -0.3244  0.08
H2 -0.8981 -1.6416 -0.6137  0.09
H3 -1.8616 -1.8606 0.8439  0.08
H4 2.4010 -1.5875 0.1266  0.12
H5 2.1913 0.9532 -0.9070  0.10
H6 0.0379 2.5922 -0.8880  0.09
H7 -1.2366 2.2867 0.1568  0.10

The following is a DFT calculation (ωB97M-V/def2-TZVPD) of 6 unconnected molecules or ions with the total composition C18H36Br10Cl3OPSi in a non-equilibrium geometry.

Output
- DFT total energy: -776452.8616 eV
- Orbital gap: 8.662 eV
- Highest occupied orbital energy: -8.64 eV
- SMILES string: CCC[C@H](C)[Si@H](/C(Cl)=C(/C)Cl)P(O)Cl.BrCCBr.BrCCBr.BrCCBr.BrCCBr.BrCCBr
- Energy above the lowest of the compared OMol25 structures with the same formula, charge and spin: 4.832 eV

Last column: Löwdin charge in e.
Element x y z (Å)
C1 4.4453 2.1809 -5.7690  -0.15
C2 3.2300 2.2429 -4.6263  -0.27
C3 2.7288 0.6947 -4.3674  -0.24
C4 1.6230 0.5638 -3.1236  -0.43
C5 0.5182 1.7832 -3.3911  -0.19
Si1 2.4463 0.8235 -1.3698  0.40
C6 3.6557 -0.5854 -0.8617  -0.67
Cl1 5.3093 -0.6300 -1.7774  0.47
C7 3.3888 -1.6187 0.2139  -0.57
C8 4.4954 -2.8056 0.5759  -0.14
Cl2 1.7242 -1.5397 1.0875  0.45
P1 0.9073 1.3351 0.1148  0.40
O1 0.1408 2.8499 -0.3216  -0.45
Cl3 1.8957 1.5547 2.0255  0.06
H1 4.7404 3.2606 -6.1218  0.07
H2 5.3650 1.6696 -5.2220  0.08
H3 4.0290 1.5250 -6.6608  0.08
H4 3.6656 2.7063 -3.6362  0.09
H5 2.3862 2.9231 -5.1228  0.11
H6 2.1179 0.3767 -5.3424  0.12
H7 3.6388 -0.0613 -4.2240  0.10
H8 1.0499 -0.4767 -3.1690  0.12
H9 0.4477 1.9348 -4.5730  0.05
H10 -0.5095 1.4326 -2.9531  0.01
H11 0.9026 2.7935 -2.9248  0.08
H12 3.2796 2.0436 -1.5259  -0.02
H13 4.0942 -3.5608 1.4060  0.08
H14 5.5383 -2.3820 0.8969  0.08
H15 4.6756 -3.4857 -0.3885  0.10
H16 0.7460 3.6250 -0.1068  0.06
Br1 -1.5862 2.5225 -6.7823  0.62
C9 -3.4225 2.7831 -6.1775  -0.69
C10 -3.4662 3.5488 -4.8756  -0.66
Br2 -2.9865 2.4070 -3.3690  0.74
H17 -3.8820 1.7934 -6.1158  0.06
H18 -3.9059 3.3540 -6.9768  0.06
H19 -4.4845 3.8879 -4.6629  0.06
H20 -2.7897 4.4077 -4.8539  0.06
Br3 -3.4466 -1.2845 -2.2878  0.58
C11 -4.6486 0.0814 -1.5843  -0.74
C12 -5.3204 -0.3832 -0.3130  -0.69
Br4 -6.7567 -1.6461 -0.6951  0.60
H21 -5.3524 0.3296 -2.3827  0.05
H22 -4.0089 0.9478 -1.3875  -0.01
H23 -5.8064 0.4557 0.1939  0.06
H24 -4.6375 -0.8771 0.3837  -0.01
Br5 -2.9933 -3.4636 5.0769  0.59
C13 -4.1547 -2.9323 3.6023  -0.69
C14 -3.4038 -2.9214 2.2910  -0.68
Br6 -2.2647 -1.3452 2.1432  0.60
H25 -4.5828 -1.9620 3.8665  0.05
H26 -4.9511 -3.6831 3.5841  0.06
H27 -4.0997 -2.8496 1.4499  0.04
H28 -2.7607 -3.7947 2.1516  0.06
Br7 1.4144 -4.0014 3.8297  0.59
C15 1.5809 -2.9909 5.4900  -0.69
C16 1.6670 -3.9120 6.6848  -0.68
Br8 -0.0836 -4.6397 7.1423  0.58
H29 0.7330 -2.3026 5.5315  0.02
H30 2.5056 -2.4152 5.3799  0.06
H31 1.9870 -3.3601 7.5736  0.06
H32 2.3363 -4.7628 6.5300  0.05
Br9 -1.1857 -0.4993 7.4220  0.60
C17 -0.5947 0.8040 6.0962  -0.68
C18 0.8594 1.1645 6.2937  -0.70
Br10 1.0855 2.3861 7.7971  0.61
H33 -1.2691 1.6611 6.1681  0.05
H34 -0.7418 0.3116 5.1296  0.05
H35 1.2422 1.7082 5.4250  0.04
H36 1.4991 0.2988 6.4862  0.04

The following is a DFT calculation (ωB97M-V/def2-TZVPD) of 2 unconnected molecules or ions with the total composition CH4O4Si in a non-equilibrium geometry.

Output
- DFT total energy: -17165.7960 eV
- Orbital gap: 10.716 eV
- Highest occupied orbital energy: -10.98 eV
- SMILES string: O=C1OO1.O[SiH3]
- Energy above the lowest of the compared OMol25 structures with the same formula, charge and spin: 6.882 eV

Last column: Löwdin charge in e.
Element x y z (Å)
O1 2.7773 -0.5611 1.0811  0.22
C1 2.3190 0.0727 0.2005  -0.63
O2 1.8604 1.2600 -0.1123  0.20
O3 1.8736 0.0979 -1.0227  0.18
O4 -0.5040 -0.7747 0.2959  -0.24
Si1 -1.8240 0.1177 0.0159  0.52
H1 0.1520 -1.1648 -0.1574  -0.03
H2 -2.1077 0.7055 1.3322  -0.06
H3 -2.8104 -0.8095 -0.5662  -0.08
H4 -1.7362 1.0562 -1.0669  -0.09

The following is a DFT calculation (ωB97M-V/def2-TZVPD) of 2 unconnected molecules or ions with the total composition CH3FO2 in a non-equilibrium geometry.

Output
- DFT total energy: -7895.4308 eV
- Orbital gap: 9.800 eV
- Highest occupied orbital energy: -9.89 eV
- Energy above the lowest of the compared OMol25 structures with the same formula, charge and spin: 2.826 eV

Last column: Löwdin charge in e.
Element x y z (Å)
C1 0.2487 0.1944 -0.5739  -0.30
O1 0.6532 -0.9352 -0.0679  0.10
O2 -0.2640 1.1418 0.0990  0.13
F1 -1.7391 -0.7135 -1.1746  -0.53
H1 0.9393 0.4741 -1.4707  0.21
H2 0.1031 -1.2233 0.7596  0.19
H3 -0.8811 0.6181 0.7556  0.20

The following is a DFT calculation (ωB97M-V/def2-TZVPD) of a molecular structure, C2H4O6S2 in a non-equilibrium geometry.

Output
- DFT total energy: -36090.9540 eV
- Orbital gap: 6.748 eV
- Highest occupied orbital energy: -0.36 eV
- Net charge: -2
- Energy above the lowest of the compared OMol25 structures with the same formula, charge and spin: 2.832 eV

Last column: Löwdin charge in e.
Element x y z (Å)
C1 -1.8512 -0.5703 0.5154  -0.33
C2 0.1023 -0.0374 -0.5738  -0.45
O1 -0.5112 2.4675 -0.0253  -0.43
O2 0.8931 -2.4304 0.4398  -0.46
O3 1.7174 1.8743 -0.7883  -0.53
O4 2.4907 -1.2165 -1.1236  -0.43
O5 1.9969 -0.3677 1.0734  -0.49
O6 -2.5275 0.4250 0.6092  -0.17
S1 0.7638 1.3320 0.2218  0.77
S2 1.4691 -1.1257 -0.0462  0.35
H1 -2.2768 -1.4655 -0.0285  0.07
H2 -1.1512 -1.0137 1.1805  0.03
H3 0.2872 0.2011 -1.5820  0.02
H4 -1.4026 1.9272 0.1277  0.05

The following is a DFT calculation (ωB97M-V/def2-TZVPD) of a molecular structure, C56H56AsN2O6SSeTa.

Output
- DFT total energy: -212811.5334 eV
- Orbital gap: 7.474 eV
- Highest occupied orbital energy: -13.14 eV
- Net charge: +2
- Energy above the lowest of the compared OMol25 structures with the same formula, charge and spin: 0.000 eV

Last column: Löwdin charge in e.
Element x y z (Å)
Ta1 0.0089 0.1943 -0.0394  1.38
O1 1.8084 -0.0290 1.4787  -0.12
C1 3.0567 0.6505 1.1674  -0.27
C2 2.8159 1.1388 -0.2707  -0.47
O2 3.4957 1.9099 -0.8672  0.18
O3 1.7434 0.5470 -0.8367  -0.25
C3 3.3011 1.8361 2.0896  -0.15
C4 4.4736 2.5700 1.9095  -0.01
C5 4.7373 3.6696 2.7081  -0.04
C6 3.8444 4.0399 3.7059  -0.06
C7 2.6901 3.3006 3.9006  -0.06
C8 2.4149 2.2058 3.0903  -0.03
C9 4.2007 -0.3504 1.1910  -0.16
C10 4.7540 -0.6957 2.4239  -0.02
C11 5.7203 -1.6847 2.5029  -0.07
C12 6.1488 -2.3291 1.3487  -0.05
C13 5.6160 -1.9728 0.1194  -0.05
C14 4.6409 -0.9870 0.0378  -0.02
H1 1.7835 -0.3180 2.4014  0.13
H2 5.1810 2.2795 1.1443  0.13
H3 5.6507 4.2315 2.5594  0.12
H4 4.0570 4.8941 4.3363  0.11
H5 1.9995 3.5646 4.6931  0.11
H6 1.5110 1.6412 3.2729  0.10
H7 4.4404 -0.1766 3.3229  0.13
H8 6.1546 -1.9401 3.4612  0.12
H9 6.9087 -3.0981 1.4087  0.12
H10 5.9583 -2.4605 -0.7844  0.11
H11 4.2402 -0.7319 -0.9378  0.12
C15 -1.4381 5.8650 3.5948  -0.02
O4 -1.9213 4.7532 4.3573  -0.02
C16 -1.7500 3.5297 3.8885  -0.25
C17 -2.2765 2.4968 4.7049  0.04
C18 -2.1631 1.2008 4.3214  0.02
C19 -1.5106 0.8500 3.1042  -0.10
C20 -1.4497 -0.4864 2.6468  -0.29
C21 -2.0311 -1.5985 3.4554  0.03
O5 -0.9394 -0.8145 1.5228  -0.23
C22 -0.9826 1.9073 2.3218  -0.28
O6 -0.3227 1.6247 1.2063  -0.29
C23 -1.1010 3.2377 2.6927  0.08
H12 -1.7008 6.7473 4.1666  0.11
H13 -1.9243 5.8989 2.6191  0.10
H14 -0.3547 5.8074 3.4787  0.10
H15 -2.7721 2.7785 5.6237  0.14
H16 -2.5846 0.4290 4.9507  0.12
H17 -1.5545 -1.6514 4.4354  0.11
H18 -1.8966 -2.5395 2.9350  0.08
H19 -3.0963 -1.4240 3.6154  0.11
H20 -0.6716 3.9985 2.0582  0.12
S1 -1.6899 -0.8429 -1.3980  0.57
C24 -1.8671 -2.5987 -1.1302  -0.61
C25 -3.0700 -3.1840 -1.5142  -0.10
C26 -3.2025 -4.5625 -1.4761  -0.05
C27 -2.1415 -5.3665 -1.0737  -0.05
C28 -0.9458 -4.7848 -0.6845  -0.09
C29 -0.8143 -3.3999 -0.7039  -0.39
As1 0.7609 -2.4680 -0.1490  1.33
C30 1.2792 -3.3180 1.5040  -0.35
C31 0.3591 -4.0771 2.2217  -0.11
C32 0.7305 -4.6703 3.4192  -0.06
C33 2.0216 -4.5169 3.9035  -0.05
C34 2.9452 -3.7701 3.1856  -0.05
C35 2.5783 -3.1719 1.9884  -0.11
C36 2.1640 -2.8357 -1.4234  -0.35
C37 3.0176 -3.9246 -1.2816  -0.09
C38 3.9981 -4.1641 -2.2341  -0.07
C39 4.1294 -3.3193 -3.3266  -0.06
C40 3.2678 -2.2407 -3.4789  -0.06
C41 2.2835 -2.0019 -2.5338  -0.12
H21 -3.8931 -2.5671 -1.8530  0.11
H22 -4.1400 -5.0155 -1.7731  0.12
H23 -2.2492 -6.4431 -1.0613  0.12
H24 -0.1228 -5.4097 -0.3613  0.12
H25 -0.6410 -4.2352 1.8398  0.09
H26 0.0109 -5.2660 3.9667  0.12
H27 2.3099 -4.9927 4.8320  0.12
H28 3.9593 -3.6579 3.5464  0.10
H29 3.3173 -2.6098 1.4311  0.07
H30 2.9317 -4.5892 -0.4308  0.11
H31 4.6592 -5.0136 -2.1204  0.12
H32 4.8999 -3.5045 -4.0641  0.12
H33 3.3679 -1.5825 -4.3334  0.10
H34 1.6208 -1.1549 -2.6602  0.07
C42 -1.0760 5.7628 -1.0024  -0.12
C43 -0.3716 5.6988 -2.3521  -0.25
C44 1.1425 5.5501 -2.2317  -0.17
C45 1.5938 4.1875 -1.7184  -0.14
N1 1.4628 3.1507 -2.7446  0.00
C46 0.4948 2.2341 -2.8736  -0.56
Se1 -0.9752 2.0897 -1.6953  0.80
N2 0.7357 1.4806 -3.9595  0.01
C47 -0.1181 0.4494 -4.5587  -0.14
C48 -0.8302 0.9637 -5.8071  -0.17
C49 -1.9372 1.9753 -5.5161  -0.25
C50 -3.1791 1.3424 -4.9020  -0.10
C51 1.9216 1.9145 -4.5404  -0.13
C52 2.6251 1.4554 -5.6512  0.00
C53 3.8051 2.1078 -5.9437  -0.05
C54 4.2715 3.1755 -5.1620  -0.05
C55 3.5745 3.6299 -4.0616  0.02
C56 2.3823 2.9746 -3.7692  -0.14
H35 -2.1318 6.0098 -1.1166  0.08
H36 -0.6236 6.5316 -0.3708  0.08
H37 -1.0195 4.8087 -0.4700  0.02
H38 -0.5911 6.6048 -2.9191  0.12
H39 -0.7787 4.8763 -2.9521  0.08
H40 1.5247 6.3049 -1.5385  0.12
H41 1.6269 5.7471 -3.1912  0.12
H42 1.0105 3.8648 -0.8578  0.09
H43 2.6417 4.1877 -1.4208  0.12
H44 -0.8159 0.1189 -3.7954  0.05
H45 0.5338 -0.3948 -4.7906  0.12
H46 -1.2575 0.0982 -6.3209  0.13
H47 -0.0912 1.3874 -6.4910  0.11
H48 -2.2077 2.4734 -6.4486  0.11
H49 -1.5504 2.7706 -4.8669  0.09
H50 -3.5676 0.5543 -5.5515  0.08
H51 -3.9738 2.0769 -4.7675  0.08
H52 -2.9762 0.8992 -3.9248  0.03
H53 2.2629 0.6395 -6.2625  0.12
H54 4.3871 1.7955 -6.8005  0.12
H55 5.2022 3.6544 -5.4347  0.12
H56 3.9409 4.4539 -3.4644  0.12